# C47H39FeN9OS3Se

A molecular structure, C47H39FeN9OS3Se (the ωB97M-V functional and the def2-TZVPD basis, the Open Molecules 2025 dataset).

For the HOMO energy (alpha / beta), the calculation gives -16.1 / -16.1 eV. The spin multiplicity is 6. As for the expectation value of S²: 8.7652. As for the charge: +3.

```
101
Properties=species:S:1:pos:R:3:forces:R:3:lowdin_charge:R:1
Fe -2.132 0.326 -0.342 1.26 -0.18 -0.13 0.959
N -1.063 -0.948 0.634 -1.17 0.55 0.01 -0.348
S 0.129 -1.840 0.678 0.09 0.36 -0.30 0.841
N 1.471 -1.336 -0.094 0.16 -0.21 0.11 -0.344
S 2.268 -0.009 0.134 -0.47 -0.24 0.12 0.927
N 1.903 1.162 -0.826 0.18 0.30 -0.19 -0.342
S 0.705 1.205 -1.908 -0.39 -0.14 0.66 0.840
N -0.679 1.054 -1.359 -0.74 -0.02 0.26 -0.343
C 1.085 0.014 -3.185 -0.07 0.32 0.23 -0.335
C 2.323 -0.601 -3.257 -0.01 0.07 0.03 -0.048
C 2.565 -1.481 -4.301 -0.01 0.00 0.02 -0.024
C 1.586 -1.716 -5.257 0.05 -0.06 0.04 -0.025
C 0.352 -1.082 -5.174 -0.08 0.05 0.03 -0.048
C 0.094 -0.213 -4.127 -0.05 -0.05 0.02 -0.112
C 0.896 2.822 -2.621 0.05 -0.29 -0.07 -0.306
C 1.309 2.978 -3.934 0.10 -0.14 0.00 -0.042
C 1.354 4.259 -4.463 0.00 0.05 0.00 -0.034
C 0.988 5.349 -3.687 0.04 -0.04 -0.04 -0.029
C 0.562 5.170 -2.375 0.00 -0.05 0.04 -0.038
C 0.507 3.898 -1.836 0.04 -0.04 0.12 -0.066
C 2.118 0.605 1.798 0.20 -0.02 -0.31 -0.305
C 0.935 1.252 2.128 -0.07 0.05 -0.10 -0.077
C 0.752 1.688 3.428 -0.03 -0.02 -0.08 -0.030
C 1.747 1.474 4.375 0.07 -0.03 0.02 -0.017
C 2.924 0.824 4.027 -0.02 0.00 0.03 -0.024
C 3.121 0.381 2.728 0.09 -0.12 -0.02 -0.042
C 3.974 -0.411 -0.126 -0.19 0.04 0.11 -0.354
C 4.887 0.637 -0.091 -0.11 0.14 -0.03 -0.056
C 6.233 0.343 -0.223 -0.02 0.01 0.02 -0.026
C 6.644 -0.975 -0.386 -0.04 -0.02 0.00 -0.019
C 5.713 -2.006 -0.447 0.07 0.04 0.00 -0.031
C 4.362 -1.730 -0.316 -0.22 -0.11 0.05 -0.064
C -0.161 -3.355 -0.204 0.15 0.04 0.26 -0.306
C -0.083 -4.581 0.436 0.03 0.05 0.09 -0.039
C -0.366 -5.726 -0.297 -0.04 -0.01 -0.05 -0.033
C -0.714 -5.626 -1.635 0.03 -0.05 0.06 -0.034
C -0.792 -4.384 -2.257 -0.02 0.09 0.01 -0.046
C -0.524 -3.232 -1.539 0.02 0.11 -0.01 -0.071
C 0.639 -2.256 2.337 -0.09 0.09 -0.32 -0.339
C -0.233 -2.010 3.384 -0.15 0.04 -0.13 -0.051
C 0.149 -2.379 4.665 0.02 -0.02 0.05 -0.034
C 1.380 -2.985 4.877 -0.03 0.03 -0.01 -0.027
C 2.248 -3.212 3.815 0.02 -0.03 -0.06 -0.036
C 1.881 -2.847 2.531 0.07 -0.03 -0.05 -0.079
H 3.080 -0.394 -2.515 0.10 0.01 -0.09 0.093
H 3.525 -1.974 -4.371 0.00 -0.01 -0.02 0.124
H 1.789 -2.400 -6.070 -0.01 0.02 -0.03 0.126
H -0.404 -1.255 -5.928 0.02 -0.04 -0.03 0.113
H -0.853 0.298 -4.020 0.03 0.08 -0.07 0.050
H 1.595 2.124 -4.533 0.02 0.05 -0.03 0.115
H 1.674 4.402 -5.486 0.02 0.01 0.00 0.124
H 1.040 6.345 -4.104 -0.03 0.01 -0.01 0.125
H 0.272 6.023 -1.777 0.01 0.01 0.01 0.121
H 0.175 3.729 -0.821 0.01 0.09 0.01 0.090
H 0.176 1.393 1.371 0.03 0.07 0.02 0.061
H -0.161 2.200 3.701 0.00 0.00 0.05 0.108
H 1.610 1.822 5.390 -0.02 0.02 0.00 0.128
H 3.698 0.667 4.765 0.00 0.01 0.01 0.127
H 4.040 -0.121 2.455 -0.01 0.00 0.01 0.123
H 4.542 1.657 0.029 0.07 0.03 0.03 0.129
H 6.961 1.141 -0.191 0.00 0.01 -0.01 0.127
H 7.698 -1.200 -0.470 0.01 0.00 -0.03 0.127
H 6.043 -3.026 -0.589 -0.01 -0.01 -0.02 0.124
H 3.613 -2.509 -0.381 0.06 -0.03 0.04 0.107
H 0.187 -4.648 1.481 -0.01 -0.05 -0.02 0.115
H -0.318 -6.692 0.186 0.01 -0.02 -0.01 0.125
H -0.931 -6.523 -2.199 0.00 0.00 -0.01 0.124
H -1.066 -4.316 -3.301 0.00 0.00 -0.02 0.116
H -0.592 -2.248 -1.989 0.02 -0.04 -0.10 0.092
H -1.189 -1.542 3.185 -0.01 -0.01 0.05 0.110
H -0.518 -2.205 5.498 -0.01 0.01 0.00 0.123
H 1.667 -3.288 5.875 0.00 0.02 0.01 0.125
H 3.207 -3.683 3.987 0.01 -0.01 0.00 0.124
H 2.540 -3.023 1.690 0.04 -0.03 0.04 0.108
N -4.560 4.924 4.895 -0.01 0.03 0.12 0.207
C -3.388 4.352 4.574 -0.07 -0.03 -0.14 -0.504
O -2.395 4.334 5.268 0.03 0.04 -0.04 0.099
C -3.323 3.616 3.251 0.07 -0.20 0.04 -0.093
C -4.254 2.655 2.874 0.06 0.13 -0.05 0.032
C -3.974 1.850 1.784 -0.15 -0.06 0.03 -0.095
N -2.857 1.971 1.062 0.36 -0.86 -0.66 -0.007
C -1.996 2.944 1.388 0.19 0.17 -0.05 -0.122
C -2.180 3.772 2.473 -0.12 0.01 -0.04 0.023
H -4.620 5.422 5.771 -0.02 0.00 0.00 0.135
H -5.326 5.004 4.249 0.02 0.01 -0.04 0.118
H -5.166 2.508 3.434 0.00 -0.06 0.02 0.132
H -4.660 1.073 1.479 0.03 0.03 0.05 0.084
H -1.121 3.039 0.758 -0.05 -0.01 0.00 0.083
H -1.445 4.521 2.734 0.04 -0.03 0.00 0.140
Se -3.406 -0.476 -4.363 0.44 0.06 -0.22 1.261
N -5.038 -1.014 -4.176 -0.76 -0.22 -0.12 -0.198
C -5.343 -1.004 -2.889 0.47 0.17 0.09 -0.352
C -6.575 -1.362 -2.288 -0.12 -0.01 0.21 0.062
C -6.648 -1.263 -0.928 -0.19 -0.11 -0.33 -0.002
C -5.532 -0.827 -0.173 0.34 0.08 0.12 -0.076
N -4.375 -0.480 -0.694 0.60 0.25 0.83 0.059
C -4.272 -0.571 -2.033 -0.26 -0.21 -0.90 -0.476
N -3.136 -0.260 -2.626 0.13 0.14 0.74 -0.249
H -7.399 -1.694 -2.906 -0.05 0.00 0.06 0.143
H -7.559 -1.514 -0.404 0.01 -0.02 0.03 0.127
H -5.610 -0.777 0.906 -0.05 -0.03 0.00 0.121
```
Positions in Å, forces in eV/Å.

---

# C28H30Br4FI2N3O3S3Tb

A molecular structure, C28H30Br4FI2N3O3S3Tb (the ωB97M-V functional and the def2-TZVPD basis, the Open Molecules 2025 dataset).

For the HOMO energy (alpha / beta), the calculation gives -5.1 / -5.2 eV. The spin multiplicity is 7. As for the expectation value of S²: 12.6735. As for the charge: -1.

```
75
Properties=species:S:1:pos:R:3:forces:R:3:lowdin_charge:R:1
Tb -1.384 -0.596 -1.819 -0.51 1.75 -2.76 1.039
C -4.209 -0.605 2.627 0.18 -0.07 0.06 -0.381
S -2.672 -1.172 3.389 -0.23 -0.06 0.11 0.849
C -1.518 -0.390 2.331 0.73 0.12 -0.35 -0.942
S 0.113 -0.524 3.035 0.01 0.07 -0.10 0.936
N -1.934 0.155 1.269 -0.93 0.21 0.41 -0.023
N -1.242 0.707 0.268 0.80 0.50 0.37 -0.083
C -1.064 1.965 0.187 -0.02 -0.24 0.50 -0.179
C -0.295 2.480 -0.943 0.32 0.22 -0.41 -0.343
C 0.196 3.783 -0.921 -0.14 -0.14 0.15 -0.026
C 0.967 4.230 -1.974 0.07 -0.05 -0.17 -0.051
C 1.196 3.376 -3.044 -0.02 0.15 0.15 -0.050
C 0.658 2.103 -2.993 -0.04 -0.19 -0.19 -0.129
N -0.044 1.640 -1.962 0.03 0.27 0.30 0.036
H -5.010 -1.123 3.150 -0.02 -0.01 0.01 0.034
H -4.208 -0.876 1.575 -0.05 -0.01 -0.03 0.013
H -4.306 0.472 2.747 -0.04 0.00 -0.04 0.038
H -1.390 2.655 0.962 -0.01 -0.02 0.04 0.133
H -0.045 4.426 -0.084 0.03 0.00 0.00 0.118
H 1.379 5.231 -1.972 -0.03 0.01 0.01 0.110
H 1.786 3.686 -3.895 -0.03 -0.02 -0.03 0.109
H 0.791 1.417 -3.824 0.01 -0.04 0.04 0.117
I -1.003 -2.080 -4.307 0.18 -0.19 -0.60 -0.021
C -3.015 0.977 -2.926 -0.07 0.24 0.03 -0.792
I -3.539 2.769 -1.791 -0.30 0.15 -0.13 0.635
H -3.985 0.482 -3.040 -0.04 0.05 0.03 -0.080
H -2.765 1.391 -3.906 0.01 0.04 -0.01 -0.089
Br -2.883 -6.252 1.924 0.01 0.02 -0.01 0.684
C -1.953 -4.852 1.061 0.04 0.01 0.00 -0.762
C -0.569 -4.836 1.030 -0.02 -0.08 0.04 -0.755
Br 0.427 -6.231 1.831 0.00 0.05 -0.01 0.690
C 0.087 -3.780 0.395 0.15 0.01 -0.02 -0.575
Br 1.980 -3.722 0.294 -0.27 -0.31 -0.47 0.894
C -0.588 -2.716 -0.203 -0.10 -0.66 0.53 -0.425
O 0.057 -1.703 -0.756 0.82 -0.89 0.79 -0.368
C -2.027 -2.746 -0.194 0.14 -0.73 0.50 -0.436
O -2.715 -1.782 -0.776 -0.60 -0.70 0.74 -0.312
C -2.656 -3.815 0.443 -0.16 0.04 -0.11 -0.630
Br -4.549 -3.820 0.384 0.06 0.08 0.03 0.763
C 4.532 -2.880 -3.607 -0.04 0.05 -0.05 -0.103
C 3.579 -1.712 -3.872 0.16 -0.07 0.11 -0.272
C 2.567 -1.499 -2.754 0.18 0.16 0.24 -0.376
S 3.188 -0.789 -1.179 -0.36 0.45 -0.73 0.889
O 4.447 -1.481 -0.805 0.42 -0.35 0.20 -0.537
C 3.712 0.862 -1.886 -0.06 -0.27 0.13 -0.320
C 5.228 1.005 -1.887 0.06 0.01 0.14 -0.297
C 5.769 1.397 -0.514 0.00 -0.10 -0.08 -0.109
H 5.237 -2.997 -4.433 -0.03 -0.02 -0.01 0.067
H 3.968 -3.810 -3.508 0.01 0.00 0.00 0.078
H 5.090 -2.725 -2.687 0.02 -0.01 0.02 0.053
H 3.010 -1.918 -4.782 -0.03 0.08 -0.02 0.106
H 4.155 -0.799 -4.056 -0.03 0.01 0.00 0.095
H 2.099 -2.445 -2.481 -0.12 0.06 0.08 0.056
H 1.771 -0.811 -3.061 -0.01 -0.13 0.07 0.029
H 3.246 1.615 -1.246 -0.02 0.04 -0.05 0.074
H 3.293 0.948 -2.887 -0.02 0.01 0.01 0.064
H 5.517 1.748 -2.635 -0.04 0.01 -0.02 0.106
H 5.671 0.050 -2.177 0.01 0.03 -0.06 0.095
H 5.320 2.332 -0.170 0.01 0.02 0.01 0.072
H 6.853 1.526 -0.541 0.00 0.02 0.01 0.072
H 5.539 0.616 0.211 0.01 0.05 -0.01 0.051
F 6.512 -0.735 3.632 0.05 -0.01 0.00 0.047
C 5.255 -0.601 3.153 -0.09 0.03 -0.07 -0.281
C 4.503 -1.734 2.917 0.00 0.00 0.00 0.012
C 3.212 -1.586 2.435 0.09 0.08 0.24 -0.081
C 2.688 -0.321 2.187 -0.06 0.08 0.11 -0.327
C 1.291 -0.155 1.667 -0.29 -0.21 0.19 -0.413
C 3.477 0.799 2.430 0.00 -0.09 0.03 -0.042
C 4.771 0.668 2.912 0.06 0.02 0.04 -0.024
H 4.927 -2.713 3.096 0.01 0.01 0.02 0.123
H 2.613 -2.465 2.235 0.12 0.26 0.24 0.021
H 1.130 0.871 1.364 0.03 0.13 -0.18 0.062
H 1.075 -0.837 0.845 0.04 0.12 -0.01 0.029
H 3.079 1.789 2.239 -0.02 0.00 -0.02 0.115
H 5.402 1.528 3.088 0.00 -0.01 0.02 0.117
```
Positions in Å, forces in eV/Å.

---

# C41H45As2MnN5O4SSe

A molecular structure, C41H45As2MnN5O4SSe (the ωB97M-V functional and the def2-TZVPD basis, the Open Molecules 2025 dataset).

For the HOMO energy (alpha / beta), the calculation gives -7.2 / -8.1 eV. The spin multiplicity is 6. As for the expectation value of S²: 8.7556. As for the charge: 0.

```
100
Properties=species:S:1:pos:R:3:forces:R:3:lowdin_charge:R:1
Mn -0.051 -0.869 -0.272 0.00 0.27 0.24 0.497
C -3.869 2.879 2.087 -0.06 0.04 0.06 -0.329
As -3.161 1.547 0.840 0.06 -0.09 0.13 1.117
C -4.066 2.199 -0.768 -0.13 -0.05 -0.06 -0.344
C -4.408 0.084 1.288 -0.04 -0.10 -0.08 -0.417
C -5.782 0.310 1.347 0.02 -0.06 0.04 -0.119
C -6.671 -0.712 1.653 0.05 0.01 -0.02 -0.087
C -6.188 -1.991 1.890 0.02 0.03 -0.03 -0.088
C -4.823 -2.233 1.827 0.03 0.04 -0.07 -0.116
C -3.922 -1.207 1.537 -0.03 -0.04 -0.07 -0.412
As -1.979 -1.516 1.569 -0.47 0.01 0.36 1.147
C -1.887 -3.416 2.022 0.06 0.04 -0.05 -0.293
C -1.739 -0.890 3.403 0.14 0.07 -0.05 -0.260
H -4.956 2.945 2.041 0.03 0.03 0.01 0.013
H -3.440 3.845 1.828 0.00 0.05 0.02 0.017
H -3.566 2.623 3.102 -0.01 0.00 -0.01 0.017
H -5.110 2.443 -0.570 0.01 0.01 0.00 0.019
H -4.006 1.425 -1.534 0.00 0.08 0.04 -0.004
H -3.551 3.088 -1.133 0.01 -0.04 0.04 0.013
H -6.174 1.303 1.157 -0.01 0.00 -0.01 0.085
H -7.734 -0.510 1.704 0.02 0.00 -0.01 0.102
H -6.871 -2.799 2.127 0.03 0.03 -0.02 0.102
H -4.458 -3.238 2.004 -0.02 0.01 0.05 0.082
H -2.389 -3.610 2.967 -0.04 -0.02 0.07 0.030
H -0.825 -3.635 2.124 0.03 -0.02 0.00 0.027
H -2.300 -4.061 1.252 -0.04 0.00 -0.07 0.007
H -2.612 -1.184 3.979 -0.09 -0.04 0.07 0.036
H -1.618 0.190 3.425 0.00 0.03 -0.02 0.014
H -0.847 -1.347 3.828 0.03 0.03 -0.03 0.026
O 0.521 0.606 1.803 0.14 -0.23 0.04 -0.076
C 1.733 0.106 2.384 0.20 0.07 -0.05 -0.295
C 1.996 -1.322 1.787 -0.24 -0.12 -0.15 -0.570
O 3.043 -1.885 2.068 -0.18 0.14 -0.13 0.056
O 1.034 -1.811 1.080 0.79 -0.33 0.77 -0.167
C 2.933 1.027 2.097 -0.05 -0.12 0.01 -0.130
C 4.157 0.767 2.720 0.01 0.00 -0.01 -0.015
C 5.271 1.549 2.453 -0.06 -0.02 0.01 -0.070
C 5.185 2.622 1.572 0.00 -0.04 0.01 -0.093
C 3.970 2.906 0.972 -0.04 -0.02 0.01 -0.076
C 2.856 2.112 1.232 0.07 0.02 0.03 -0.038
C 1.521 0.012 3.902 -0.02 0.07 -0.01 -0.159
C 1.775 -1.128 4.653 0.02 -0.05 0.10 -0.029
C 1.525 -1.138 6.025 -0.02 0.03 -0.04 -0.075
C 1.019 -0.014 6.658 0.02 -0.02 -0.04 -0.093
C 0.772 1.135 5.913 0.00 -0.02 -0.04 -0.077
C 1.027 1.144 4.551 0.01 0.05 0.04 -0.032
H 0.640 1.531 1.580 -0.06 0.12 -0.05 0.074
H 4.234 -0.068 3.405 -0.01 0.03 -0.05 0.118
H 6.213 1.319 2.941 -0.07 0.01 -0.04 0.103
H 6.059 3.226 1.354 -0.07 -0.04 0.04 0.099
H 3.883 3.739 0.283 0.00 -0.06 0.04 0.103
H 1.941 2.349 0.706 0.00 -0.01 -0.10 0.103
H 2.179 -2.011 4.173 -0.02 0.05 0.02 0.113
H 1.731 -2.037 6.596 -0.02 0.06 -0.04 0.102
H 0.825 -0.026 7.725 0.01 0.00 -0.08 0.099
H 0.384 2.027 6.395 0.03 -0.07 -0.03 0.102
H 0.839 2.047 3.978 0.00 -0.06 0.04 0.122
C 0.860 3.312 -4.975 -0.01 0.03 0.03 -0.075
C 0.252 1.951 -5.290 -0.07 0.03 0.17 -0.208
N -0.657 1.450 -4.248 0.04 -0.02 -0.02 -0.128
C -2.091 1.575 -4.512 0.22 0.12 0.07 -0.251
C -2.624 2.977 -4.243 0.04 0.02 0.03 -0.077
C -0.150 0.908 -3.114 0.26 0.11 -0.07 -0.648
S -1.269 0.351 -1.911 -0.36 0.41 -0.67 0.682
N 1.193 0.846 -3.091 -0.23 -0.11 -0.09 0.106
C 1.913 0.512 -2.017 0.12 0.06 -0.42 -0.466
O 1.519 0.404 -0.845 0.03 0.16 0.42 -0.113
C 3.370 0.240 -2.268 -0.06 -0.02 -0.07 -0.166
C 4.117 -0.362 -1.257 0.04 0.00 0.03 -0.040
C 5.456 -0.670 -1.467 -0.06 0.01 -0.01 -0.070
C 6.052 -0.378 -2.688 -0.04 0.02 0.00 -0.086
C 5.308 0.220 -3.700 -0.04 -0.01 0.02 -0.082
C 3.970 0.526 -3.493 0.03 0.01 -0.03 -0.036
H 1.502 3.633 -5.800 -0.04 -0.02 0.06 0.075
H 1.464 3.250 -4.069 -0.03 0.01 -0.06 0.066
H 0.088 4.071 -4.828 0.05 -0.05 -0.01 0.062
H 1.049 1.223 -5.425 0.01 -0.07 -0.02 0.103
H -0.327 2.000 -6.213 -0.03 0.00 0.00 0.113
H -2.613 0.859 -3.891 -0.04 -0.12 0.04 0.049
H -2.254 1.300 -5.554 -0.02 -0.03 -0.06 0.114
H -2.348 3.291 -3.234 -0.03 -0.01 -0.06 0.065
H -3.714 2.986 -4.321 0.04 0.00 -0.01 0.077
H -2.228 3.704 -4.954 0.00 -0.02 0.04 0.064
H 3.645 -0.594 -0.310 0.03 0.03 -0.03 0.108
H 6.026 -1.139 -0.675 -0.02 0.02 -0.03 0.110
H 7.097 -0.612 -2.851 -0.03 -0.01 0.00 0.101
H 5.771 0.441 -4.654 0.00 0.02 0.03 0.101
H 3.375 0.991 -4.270 0.03 -0.04 0.04 0.101
Se 2.647 -3.107 -2.841 0.95 0.32 -0.18 1.233
N 1.736 -4.540 -3.308 -0.08 0.01 0.05 -0.217
C 0.549 -4.399 -2.758 -0.49 -0.11 0.13 -0.387
C -0.559 -5.300 -2.868 0.46 -0.09 -0.23 0.004
C -1.700 -4.948 -2.254 -0.57 0.21 0.30 -0.034
C -1.790 -3.716 -1.501 -0.72 -0.55 -0.16 -0.118
N -0.831 -2.881 -1.350 1.00 0.12 -0.11 0.068
C 0.348 -3.201 -1.985 -0.37 -0.19 -0.01 -0.438
N 1.355 -2.370 -1.912 0.03 -0.08 -0.07 -0.187
H -0.472 -6.220 -3.436 0.07 0.11 0.05 0.123
H -2.570 -5.590 -2.317 -0.01 0.12 0.07 0.108
H -2.727 -3.438 -1.030 -0.13 -0.16 0.02 0.112
```
Positions in Å, forces in eV/Å.

---

# C3H3N

C3H3N in the gas phase (the ωB97M-V functional and the def2-TZVPD basis, the Open Molecules 2025 dataset).

For the HOMO energy (alpha / beta), the calculation gives -8.2 / -9.2 eV. As for the charge: 0.

```
7
Properties=species:S:1:pos:R:3:forces:R:3:nbo_charge:R:1
C -2.694 0.086 -0.055 4.38 3.24 -2.07 -0.215
C -0.835 -0.029 -0.359 -3.57 0.19 1.61 0.362
N 0.308 0.186 -0.085 -0.34 -0.55 -1.13 -0.453
C 1.629 0.178 -0.110 2.09 -0.35 1.84 -0.162
H -2.812 -0.834 0.381 -0.01 -3.21 1.18 0.055
H 2.178 1.169 -0.091 -0.89 -1.35 -0.31 0.206
H 2.227 -0.756 0.319 -1.66 2.04 -1.12 0.208
```
Positions in Å, forces in eV/Å.

---

Which max |F| belongs to each record? In order, 1.29; 3.31; 1.15; 5.83 eV/A.
Which relative energy (zero: lowest compared OMol25 entry of this formula, charge and spin) belongs to each record? In order, 34.64; 0.00; 58.11; 667.13 kJ/mol.